P:
Formula: C22H22AuN7Se
Source: the Open Molecules 2025 dataset
Level of theory: ωB97M-V with the def2-TZVPD basis set

Calculated values
M, g/mol: 660.4
LUMO, eV: 0.5417

Last column: Löwdin charge in e.
Positions of all 53 atoms, in Å:
Au  -0.29955  1.25046  -1.76712  0.47
C  -2.81734  -0.70356  0.29841  -0.01
C  -2.02580  -0.05938  1.37700  -0.36
N  -1.44187  1.11073  1.29816  0.06
C  -0.75689  1.29028  2.47408  -0.13
C  -0.95071  0.21931  3.28408  -0.08
N  -1.77188  -0.64172  2.57814  -0.02
C  -2.19475  -1.95406  3.01099  -0.07
N  -1.65446  -2.98444  2.16917  -0.06
N  -2.48677  -3.80926  1.49380  0.05
N  -1.80639  -4.61166  0.77711  0.07
C  -0.46767  -4.33363  0.95878  -0.23
C  0.67112  -4.93135  0.40750  -0.01
C  1.88725  -4.42926  0.80010  -0.09
C  1.98445  -3.35053  1.70841  -0.08
C  0.87734  -2.74707  2.24798  -0.01
C  -0.35741  -3.27316  1.85352  -0.17
H  -3.16604  0.06393  -0.38876  0.08
H  -3.67254  -1.25484  0.68815  0.08
H  -2.19254  -1.40248  -0.26265  0.07
H  -0.17014  2.17196  2.65943  0.10
H  -0.60252  -0.01328  4.27432  0.11
H  -3.27994  -2.05918  2.97227  0.14
H  -1.86436  -2.08448  4.04310  0.14
H  0.58498  -5.75185  -0.28977  0.11
H  2.79583  -4.85827  0.39964  0.10
H  2.96394  -2.97060  1.96641  0.11
H  0.96314  -1.90108  2.91415  0.10
N  -1.99326  3.63336  -0.22645  0.14
C  -1.97616  3.89938  -1.54724  -0.38
C  -2.59240  5.05343  -2.07920  -0.02
C  -2.57263  5.26143  -3.43102  -0.07
C  -1.94577  4.32941  -4.26699  -0.08
C  -1.35866  3.24084  -3.68335  -0.15
N  -1.35701  3.02191  -2.35145  -0.07
H  -2.37668  4.30920  0.40755  0.10
H  -1.66267  2.72451  0.13597  0.04
H  -3.07915  5.74470  -1.40630  0.11
H  -3.04679  6.14017  -3.84823  0.11
H  -1.91304  4.45293  -5.33781  0.10
H  -0.84886  2.49501  -4.27466  0.10
Se  0.88697  -0.79626  -1.50131  0.49
C  2.70684  -0.28485  -1.20143  -0.67
C  3.14689  1.02945  -1.09700  -0.16
C  4.48538  1.31032  -0.88441  -0.10
C  5.41468  0.28540  -0.77362  -0.11
C  4.98236  -1.02999  -0.88331  -0.10
C  3.64403  -1.30966  -1.09520  -0.17
H  2.43142  1.83928  -1.18226  0.06
H  4.80497  2.34227  -0.80615  0.10
H  6.46053  0.50785  -0.60985  0.09
H  5.69277  -1.84399  -0.80869  0.10
H  3.31772  -2.33763  -1.19402  0.08


Q:
Formula: C22H22AuN7Se
Source: the Open Molecules 2025 dataset
Level of theory: ωB97M-V with the def2-TZVPD basis set

Calculated values
M, g/mol: 660.4
LUMO, eV: 0.1174

Last column: Löwdin charge in e.
Positions of all 53 atoms, in Å:
Au  1.13160  0.97071  0.13458  0.42
C  -1.52006  -0.22459  -1.92810  0.01
C  -1.86572  0.43365  -0.64482  -0.33
N  -1.02818  1.05202  0.15849  -0.05
C  -1.76479  1.62247  1.16814  -0.12
C  -3.07446  1.32911  0.97843  -0.06
N  -3.13399  0.57569  -0.17638  -0.02
C  -4.32138  -0.06260  -0.69558  -0.07
N  -4.20946  -1.49466  -0.66796  -0.07
N  -4.28477  -2.19647  -1.82717  0.05
N  -4.07952  -3.42745  -1.59469  0.07
C  -3.83421  -3.59560  -0.24958  -0.23
C  -3.52148  -4.73497  0.49345  -0.01
C  -3.28670  -4.56180  1.83816  -0.08
C  -3.36749  -3.29644  2.44525  -0.07
C  -3.69247  -2.16425  1.73171  -0.01
C  -3.91462  -2.33694  0.36666  -0.16
H  -0.49317  0.03162  -2.17528  0.05
H  -2.17920  0.12163  -2.72552  0.09
H  -1.60474  -1.31099  -1.86979  0.08
H  -1.29627  2.20463  1.94121  0.10
H  -3.95476  1.59573  1.53662  0.12
H  -4.49351  0.20007  -1.73908  0.14
H  -5.16469  0.26819  -0.08991  0.14
H  -3.45855  -5.70213  0.01465  0.12
H  -3.03313  -5.41839  2.44799  0.10
H  -3.15967  -3.21391  3.50372  0.11
H  -3.76733  -1.19753  2.21113  0.10
N  1.22593  4.33244  -0.57531  0.12
C  1.61732  3.79412  -1.77933  -0.41
C  2.24071  4.57472  -2.76419  -0.03
C  2.61958  3.97585  -3.94411  -0.08
C  2.38417  2.61682  -4.12981  -0.08
C  1.72571  1.94094  -3.12442  -0.17
N  1.32187  2.50850  -1.98819  0.02
H  1.70170  5.17156  -0.29156  0.09
H  1.13208  3.64004  0.15548  0.04
H  2.42818  5.62489  -2.58070  0.11
H  3.10977  4.55603  -4.71507  0.11
H  2.71272  2.10104  -5.02033  0.10
H  1.51866  0.87879  -3.20943  0.10
Se  3.51481  1.08542  0.22040  0.49
C  4.15251  -0.13558  1.56372  -0.68
C  4.52165  0.35644  2.81127  -0.15
C  5.10987  -0.48680  3.74253  -0.10
C  5.32811  -1.82126  3.43365  -0.11
C  4.93434  -2.31698  2.19903  -0.10
C  4.34407  -1.47942  1.26390  -0.15
H  4.34984  1.40089  3.03512  0.09
H  5.41744  -0.09767  4.70554  0.10
H  5.81512  -2.47153  4.14922  0.09
H  5.10940  -3.35858  1.95850  0.10
H  4.03713  -1.85747  0.29777  0.09


Ordering by calculated energy gives the sequence P, Q, with the first entry being the most stable.


P:
Formula: C6H10O3
Source: the Open Molecules 2025 dataset
Level of theory: ωB97M-V with the def2-TZVPD basis set

Calculated values
M, g/mol: 130.1
LUMO, eV: 0.2119

Last column: Löwdin charge in e.
Positions of all 19 atoms, in Å:
C  -0.32617  0.55721  -0.41914  -0.44
C  -0.91957  -0.60579  0.95929  -0.31
C  -2.11481  0.21875  1.43901  -0.04
C  0.82099  -0.20561  0.02519  -0.03
C  1.90577  1.02509  -2.06805  -0.16
C  1.89532  -0.73377  0.52448  0.08
O  -0.93752  0.20743  -1.48571  -0.11
O  -1.29218  -1.79649  0.33903  0.00
O  3.06284  0.70887  -1.99750  0.00
H  1.01740  0.30708  -2.20754  0.10
H  -1.69613  -1.55198  -0.51048  0.10
H  -0.07872  1.63341  -0.35134  0.16
H  -0.38752  -0.92235  1.86222  0.14
H  1.60729  2.08827  -2.14900  0.10
H  -2.72358  0.53279  0.59190  0.09
H  -2.73035  -0.39412  2.09687  0.09
H  -1.76767  1.08470  2.00441  0.09
H  2.82042  -0.75923  -0.03707  0.08
H  1.84418  -1.39425  1.38342  0.09


Q:
Formula: C6H10O3
Source: the Open Molecules 2025 dataset
Level of theory: ωB97M-V with the def2-TZVPD basis set

Calculated values
M, g/mol: 130.1
LUMO, eV: 0.9763

Last column: Löwdin charge in e.
Positions of all 19 atoms, in Å:
C  -1.63695  -0.93614  0.85814  -0.19
C  -1.05840  0.37819  1.54113  -0.07
C  -0.16790  0.88894  0.41311  -0.32
C  0.63488  1.91046  -0.24391  -0.06
O  1.19420  1.01278  -1.32009  -0.06
C  1.18115  -0.27025  -0.77031  -0.33
C  -0.07126  -1.20055  -1.09768  -0.10
O  -0.71354  -1.69376  0.09097  -0.14
O  0.92811  -0.01272  0.56596  -0.05
H  -2.47929  -0.56608  0.29953  0.11
H  -2.07179  -1.66142  1.62652  0.15
H  -1.95213  0.97366  1.89127  0.12
H  -0.49615  0.10368  2.48665  0.13
H  -0.77070  0.65367  -0.45398  0.12
H  0.10710  2.71199  -0.77385  0.13
H  1.52263  2.31837  0.30951  0.14
H  2.12938  -0.78367  -0.93046  0.16
H  0.26734  -2.11272  -1.62076  0.13
H  -0.81561  -0.71182  -1.73203  0.13


Ordering by calculated energy gives the sequence Q, P, with the first entry being the most stable.


P:
Formula: C15H20N6O3S2
Source: the Open Molecules 2025 dataset
Level of theory: ωB97M-V with the def2-TZVPD basis set

Calculated values
M, g/mol: 396.5
LUMO, eV: 0.4303

Last column: Löwdin charge in e.
Positions of all 46 atoms, in Å:
C  3.39327  4.21005  0.01585  -0.12
S  3.93014  3.36703  -1.49648  0.55
O  2.76153  3.17904  -2.19419  -0.29
O  5.02016  3.97467  -2.18635  -0.28
N  4.23448  1.78264  -1.01775  -0.11
C  3.09866  1.05710  -0.42766  -0.35
C  3.74381  0.23091  0.74045  -0.12
C  2.61872  -0.73435  1.22566  -0.19
C  2.10966  -1.76192  0.23642  -0.19
N  1.49579  -0.98615  -0.90106  -0.09
C  0.05268  -0.99105  -0.96362  -0.54
N  -0.51557  -0.18484  -1.76817  0.09
C  -1.93529  -0.20123  -1.50100  -0.18
C  -2.82609  0.90649  -2.07898  -0.49
N  -2.29460  1.76354  -2.93512  0.15
O  -4.05442  0.75220  -2.14645  0.01
C  -2.31091  -0.92515  -0.38603  -0.51
N  -3.59930  -0.99924  0.13502  0.08
C  -4.19698  -1.79126  1.11406  -0.38
C  -3.54137  -1.83115  2.37292  -0.01
C  -4.10909  -2.64877  3.39086  -0.07
C  -5.26014  -3.30262  3.05151  -0.09
C  -5.90868  -3.05959  1.78715  -0.07
N  -5.33401  -2.27382  0.81104  0.13
S  -1.01365  -1.85073  0.20645  1.11
C  2.35310  0.15870  -1.41906  -0.08
H  2.89869  5.12732  -0.31074  0.07
H  2.64623  3.64078  0.61758  0.08
H  4.27212  4.41688  0.61131  0.06
H  4.77890  1.22355  -1.67143  0.12
H  2.37295  1.63563  0.02492  0.10
H  4.66464  -0.28351  0.53162  0.11
H  4.05529  0.85377  1.54779  0.10
H  1.71671  -0.28040  1.69221  0.12
H  3.09655  -1.37648  2.02185  0.12
H  1.37245  -2.35251  0.82213  0.08
H  2.92004  -2.38940  -0.14122  0.12
H  -2.95388  1.95500  -3.71842  0.14
H  -1.31371  1.56559  -3.16363  0.10
H  -4.16932  -0.51775  -0.52046  0.10
H  -2.65564  -1.21142  2.54444  0.10
H  -3.82979  -2.82592  4.40349  0.10
H  -5.75449  -4.04868  3.65822  0.09
H  -6.88898  -3.43943  1.54533  0.10
H  3.17024  -0.26402  -2.05583  0.13
H  1.68909  0.73053  -2.10465  0.12


Q:
Formula: C15H20N6O3S2
Source: the Open Molecules 2025 dataset
Level of theory: ωB97M-V with the def2-TZVPD basis set

Calculated values
M, g/mol: 396.5
LUMO, eV: 0.5029

Last column: Löwdin charge in e.
Positions of all 46 atoms, in Å:
C  -3.07348  1.75876  -4.04292  -0.13
S  -2.23939  2.08310  -2.46410  0.66
O  -1.87214  3.50895  -2.32194  -0.33
O  -3.12317  1.58089  -1.40710  -0.35
N  -0.82378  1.17843  -2.55328  -0.09
C  0.38640  1.97252  -2.94431  -0.31
C  1.38506  1.02268  -3.67063  -0.14
C  2.06196  0.00841  -2.71067  -0.16
C  2.72112  0.77852  -1.57876  -0.18
N  1.64047  1.50519  -0.90257  -0.11
C  0.95917  0.83062  0.12409  -0.59
N  -0.27820  1.11741  0.37162  0.08
C  -0.73507  0.38644  1.47223  -0.21
C  -2.16904  0.42673  1.97543  -0.42
N  -3.15685  1.18073  1.39704  0.16
O  -2.57495  -0.19009  2.97668  -0.01
C  0.13580  -0.51926  2.03113  -0.42
N  -0.22608  -1.41041  3.05710  0.09
C  0.43888  -2.49465  3.55868  -0.36
C  -0.23468  -3.28906  4.46970  -0.02
C  0.41511  -4.33236  5.12556  -0.07
C  1.75564  -4.55041  4.81139  -0.11
C  2.36440  -3.77587  3.85545  -0.13
N  1.68389  -2.77217  3.23742  0.10
S  1.66340  -0.35196  1.19647  1.12
C  1.08495  2.59659  -1.70695  -0.10
H  -3.94756  2.41959  -4.13235  0.07
H  -2.35644  1.96347  -4.82528  0.05
H  -3.43291  0.70738  -4.08195  0.08
H  -0.72235  0.78839  -1.61195  0.07
H  0.14097  2.78280  -3.63553  0.13
H  0.85579  0.49868  -4.45513  0.11
H  2.09809  1.66497  -4.14025  0.10
H  2.81730  -0.61816  -3.22543  0.12
H  1.29968  -0.67598  -2.36981  0.11
H  3.41120  1.50196  -1.98866  0.12
H  3.24950  0.10982  -0.90531  0.09
H  -4.09248  1.02380  1.75119  0.11
H  -2.98624  1.65007  0.48892  0.06
H  -1.17198  -1.22956  3.40621  0.10
H  -1.26896  -3.06204  4.69682  0.11
H  -0.13717  -4.97943  5.82785  0.11
H  2.35354  -5.32445  5.32661  0.11
H  3.42279  -3.92781  3.65822  0.10
H  0.38891  3.19487  -1.14883  0.11
H  1.88892  3.26189  -1.99207  0.13


Ordering by calculated energy gives the sequence Q, P, with the first entry being the most stable.


P:
Formula: C14H17AgBrN4
Source: the Open Molecules 2025 dataset
Level of theory: ωB97M-V with the def2-TZVPD basis set

Calculated values
M, g/mol: 429.1
Total charge: +1
LUMO, eV: -2.1887

Last column: Löwdin charge in e.
Positions of all 37 atoms, in Å:
Ag  -0.84850  1.95642  -0.92873  0.58
C  -2.51204  -3.75730  0.01571  -0.04
C  -2.44007  -2.58357  -0.90205  -0.24
C  -3.02841  -2.56597  -2.16321  0.00
C  -3.00490  -1.40419  -2.92095  -0.08
C  -2.37677  -0.29777  -2.37814  -0.73
Br  -2.32655  1.38725  -3.27212  0.78
N  -1.76603  -0.30193  -1.20166  -0.03
C  -1.79703  -1.41943  -0.49151  -0.09
H  -2.97493  -4.61342  -0.46605  0.08
H  -3.10168  -3.49278  0.89346  0.09
H  -1.52244  -4.03900  0.36994  0.09
H  -3.51080  -3.44945  -2.55495  0.13
H  -3.46917  -1.36012  -3.89281  0.11
H  -1.28551  -1.38490  0.45852  0.12
C  4.27400  0.09517  -2.17469  -0.08
C  3.05883  0.29877  -3.08715  -0.21
C  2.01300  0.98077  -2.39941  -0.19
N  1.20227  1.54153  -1.81353  0.12
H  5.08495  -0.32763  -2.75938  0.08
H  4.03982  -0.59015  -1.36292  0.08
H  4.61073  1.04127  -1.75685  0.08
H  2.68016  -0.66375  -3.43841  0.13
H  3.33323  0.89078  -3.96337  0.13
N  1.29575  1.45643  5.07782  0.14
C  0.72810  1.72489  3.88799  -0.32
C  -0.43560  1.06643  3.45884  -0.01
C  -0.92679  1.30922  2.19989  -0.16
N  -0.37914  2.17379  1.33564  -0.06
C  0.69849  2.84542  1.76414  -0.15
C  1.28099  2.65703  2.99367  -0.01
H  0.82824  0.86439  5.74104  0.11
H  2.08158  1.99197  5.40510  0.11
H  -0.94210  0.37369  4.11130  0.11
H  -1.81680  0.79784  1.86090  0.10
H  1.09824  3.57924  1.07907  0.11
H  2.15687  3.21905  3.27486  0.11


Q:
Formula: C14H17AgBrN4
Source: the Open Molecules 2025 dataset
Level of theory: ωB97M-V with the def2-TZVPD basis set

Calculated values
M, g/mol: 429.1
Total charge: +1
LUMO, eV: -4.2393

Last column: Löwdin charge in e.
Positions of all 37 atoms, in Å:
Ag  0.55144  -0.57891  0.97804  0.74
C  -4.21166  -4.25962  0.24794  -0.03
C  -3.08663  -3.34914  0.65498  -0.23
C  -2.98761  -2.83980  1.95437  0.01
C  -1.93462  -2.02404  2.34625  -0.08
C  -1.04488  -1.78373  1.32461  -0.40
Br  1.19593  -1.35351  3.17957  0.12
N  -1.08260  -2.21215  0.12810  0.06
C  -2.09650  -3.00509  -0.25266  -0.05
H  -4.96896  -4.32081  1.02645  0.08
H  -3.84158  -5.26784  0.05957  0.09
H  -4.69034  -3.90588  -0.66486  0.09
H  -3.74688  -3.09797  2.68272  0.13
H  -1.81416  -1.62991  3.34123  0.09
H  -2.09391  -3.36081  -1.27419  0.13
C  -1.88467  3.90338  -1.59629  -0.08
C  -2.46202  2.98932  -0.51108  -0.20
C  -1.56273  1.88508  -0.19809  -0.15
N  -0.84685  1.02041  0.02914  0.14
H  -2.58542  4.71116  -1.79514  0.08
H  -1.72166  3.35517  -2.52236  0.08
H  -0.94021  4.33955  -1.27648  0.08
H  -3.41400  2.55519  -0.82030  0.13
H  -2.63932  3.53603  0.41631  0.13
N  5.88951  1.93605  -1.31834  0.15
C  4.74770  1.40886  -0.83067  -0.31
C  3.54761  1.45284  -1.56079  -0.01
C  2.41280  0.90923  -1.01745  -0.15
N  2.37394  0.32205  0.18918  -0.10
C  3.51855  0.27887  0.88960  -0.15
C  4.70235  0.79959  0.43331  0.00
H  5.92458  2.33434  -2.23854  0.11
H  6.74921  1.86892  -0.80508  0.11
H  3.51089  1.90791  -2.54120  0.12
H  1.48001  0.93979  -1.56684  0.10
H  3.46389  -0.19835  1.85975  0.05
H  5.58880  0.73380  1.04925  0.12


Ordering by calculated energy gives the sequence P, Q, with the first entry being the most stable.